Record 1
DFT (wB97M-V/def2-TZVPD) results for the molecule C5H4N2.

```
! RIJCOSX wB97M-V def2-TZVPD def2/J DEFGRID3
* xyz 0 1
N -3.376 -0.039 -0.014
C -2.225 0.045 0.006
C -0.797 0.091 0.002
C 0.083 1.150 -0.023
C 1.387 0.620 0.001
C 1.281 -0.747 -0.018
N -0.054 -1.067 0.011
H -0.207 2.208 0.047
H 2.271 1.238 0.008
H 2.061 -1.503 -0.009
H -0.424 -1.996 -0.012
*
```

SMILES string ... N#Cc1ccc[nH]1
LUMO energy ... 0.8 eV
Kohn-Sham gap ... 9.8 eV
HOMO energy ... -9.022 eV

These are the Mulliken partial charges, in e, on atoms 1 to 2:
1. N -0.46
2. C 0.21

Record 2
DFT (wB97M-V/def2-TZVPD) results for a structure of composition C3H5N3O.

```
! RIJCOSX wB97M-V def2-TZVPD def2/J DEFGRID3
* xyz 0 1
C 1.814 -0.602 0.431
C 1.298 0.616 0.748
C -0.246 -1.027 -0.184
N 0.872 -1.542 0.075
N -0.018 0.743 0.626
N -1.511 -1.319 -0.485
O -0.502 1.986 0.309
H 2.796 -0.948 0.352
H 1.889 1.547 0.955
H -1.980 -1.893 0.086
H -2.071 -0.555 -0.984
H 0.376 2.513 0.426
*
```

LUMO energy ... 0.8 eV
Kohn-Sham gap ... 8.4 eV
HOMO energy ... -7.558 eV

These are the Mulliken partial charges, in e, on atoms 1 to 2:
1. C -0.72
2. C 0.10